[1]
C3H7S | the ωB97M-V functional and the def2-TZVPD basis

Properties
LUMO energy in eV: 4.246
Multiplicity: 1
Charge: -1
Max |F| in eV/Å: 1.20
Energy relative to the best compared isomer or geometry (same formula, charge and spin) in kJ/mol: 88.0
HOMO-LUMO gap in eV: 6.92

Geometry as XYZ:
```
11
Properties=species:S:1:pos:R:3:forces:R:3
S -0.3732 0.7870 1.6993 0.2851 0.0690 -0.1369
H -0.9516 1.1090 2.8296 -0.3880 0.2531 0.8431
C -0.9250 -0.6893 -1.2531 0.7267 0.0293 -0.1757
C 0.5155 -0.8046 -1.6749 0.2912 -1.1156 -0.3176
C 1.4488 -0.2641 -0.8918 0.8142 0.6897 0.2111
H -1.5077 -1.6096 -1.1121 0.3359 0.0229 -0.2532
H -0.8323 -0.1781 -0.2971 -1.0024 0.1313 -0.0826
H -1.3805 -0.0679 -2.0253 -0.5319 0.0960 0.2162
H 0.7234 -1.3716 -2.6191 0.1670 0.7783 0.6956
H 2.5298 -0.1102 -1.1291 -0.9398 -0.6391 -0.1069
H 1.1547 0.1849 0.0832 0.2418 -0.3149 -0.8932
```
Forces are in eV/Å.

[2]
C3H7S | the ωB97M-V functional and the def2-TZVPD basis

Properties
LUMO energy in eV: 4.454
Multiplicity: 1
Charge: -1
SMILES string: CCC[S-]
Max |F| in eV/Å: 3.42
Energy relative to the best compared isomer or geometry (same formula, charge and spin) in kJ/mol: 61.1
HOMO-LUMO gap in eV: 6.52

Geometry as XYZ:
```
11
Properties=species:S:1:pos:R:3:forces:R:3
C -1.6151 -0.3297 -0.8522 -1.7729 0.7838 -0.5728
C -0.1682 -0.4668 -1.1753 1.2335 -1.3973 -2.2849
C 0.7065 -0.7061 -0.0068 0.2051 1.3066 3.1492
S 0.6284 0.8200 1.1117 0.3823 -0.0313 -0.2154
H -2.0891 -1.2538 -0.4085 0.7612 1.0472 0.2406
H -2.1529 -0.2890 -1.8515 0.2550 0.5600 1.0350
H -1.7105 0.6518 -0.2263 -0.3022 -2.0258 -0.9583
H 0.0162 -1.3357 -1.9092 -0.5283 0.8417 0.6332
H 0.1840 0.4431 -1.7568 -0.3178 -0.8289 0.8881
H 1.7456 -0.8895 -0.2237 0.3422 -0.0884 -0.4761
H 0.4135 -1.4317 0.7939 -0.2582 -0.1676 -1.4386
```
Forces are in eV/Å.

[3]
C3H7S | the ωB97M-V functional and the def2-TZVPD basis

Properties
LUMO energy in eV: 3.809
Multiplicity: 1
Charge: -1
Max |F| in eV/Å: 1.47
Energy relative to the best compared isomer or geometry (same formula, charge and spin) in kJ/mol: 70.7
HOMO-LUMO gap in eV: 6.28

Geometry as XYZ:
```
11
Properties=species:S:1:pos:R:3:forces:R:3
S -0.1264 2.4393 2.4591 0.0100 -0.0415 -0.1110
H -0.2783 2.7739 3.7480 -0.0217 -0.0010 0.0727
C -1.0077 -0.9536 -0.9040 0.3985 1.4134 0.1062
C 0.4743 -0.6997 -1.0972 0.2428 -0.9239 0.3487
C 1.1778 -0.0164 -0.2086 -0.5785 0.3168 -0.0688
H -1.4765 -1.3951 -1.7748 -0.1290 -0.4536 0.1140
H -1.4895 0.0206 -0.7371 0.0050 -0.1643 -0.1428
H -1.1561 -1.4615 0.0447 -0.2447 -0.5885 -0.2250
H 1.0157 -1.2798 -1.8399 -0.1780 0.1809 -0.3757
H 2.2443 0.1317 -0.2979 0.0405 -0.0386 0.1076
H 0.6225 0.4405 0.6078 0.4551 0.3002 0.1741
```
Forces are in eV/Å.

[4]
C3H8BBrO2 | the ωB97M-V functional and the def2-TZVPD basis

Properties
LUMO energy in eV: 0.159
Multiplicity: 1
SMILES string: CC[C@@H](Br)B(O)O
Max |F| in eV/Å: 3.53
Energy relative to the best compared isomer or geometry (same formula, charge and spin) in kJ/mol: 49.8
HOMO-LUMO gap in eV: 9.61

Geometry as XYZ:
```
15
Properties=species:S:1:pos:R:3:forces:R:3
C 0.1059 -1.5215 1.0916 -2.8713 0.3104 0.0966
C 0.4064 -1.3313 -0.4157 0.1062 2.9251 1.9776
C -0.4113 -0.0167 -0.9160 2.8533 0.1833 -1.7410
Br -2.2476 -0.1936 -0.4438 -1.2423 0.2694 -0.3036
B 0.0584 1.4865 -0.3911 -1.9002 -1.5897 -0.8224
O -0.3876 2.5646 -1.1076 0.9412 0.1147 -0.0949
O 0.6480 1.5278 0.7966 1.3037 -0.2017 1.7249
H 0.3499 -0.7461 1.8702 0.4954 -0.5663 -1.3338
H -1.0659 -1.3991 1.0250 2.2679 -1.2186 1.1628
H 0.4289 -2.5116 1.4432 -0.3452 0.2865 -0.0510
H -0.0181 -2.1367 -0.9485 -0.1549 -1.1249 -0.5990
H 1.5119 -1.2964 -0.4792 -0.6135 0.4092 -0.8745
H -0.3945 0.0187 -2.0687 -0.1018 -0.1707 1.7563
H 0.1793 3.3103 -0.8718 -0.4572 0.3197 -0.1026
H 0.8365 2.2451 1.4157 -0.2813 0.0535 -0.7953
```
Forces are in eV/Å.

[5]
C3H8BIS | the ωB97M-V functional and the def2-TZVPD basis

Properties
LUMO energy in eV: -0.306
Multiplicity: 1
Max |F| in eV/Å: 3.70
Energy relative to the best compared isomer or geometry (same formula, charge and spin) in kJ/mol: 156.1
HOMO-LUMO gap in eV: 7.84

Geometry as XYZ:
```
14
Properties=species:S:1:pos:R:3:forces:R:3
B -0.2602 0.2761 0.5122 1.4425 -1.3611 -1.8024
C -0.3116 1.5564 -0.4009 1.9989 -0.2403 1.1530
C -1.5356 -0.2379 1.2373 0.7445 -1.0284 -0.2664
C 1.5354 -0.7121 0.0481 -3.4641 0.3584 1.2626
S 0.8473 -1.3414 -1.4201 -1.5651 0.9068 -0.5846
I 2.3542 -2.5838 -2.6756 0.9986 -0.5860 -0.4318
H -0.9365 1.7380 -1.2575 -0.5961 -0.3751 -0.0411
H 0.7338 1.6831 -0.7240 -0.3888 0.3207 -0.2143
H -0.4770 2.3176 0.3567 -0.2709 0.7123 -0.0047
H -2.1636 0.5469 1.6205 -0.1580 0.2455 0.5098
H -1.6375 -1.2155 1.7293 0.5220 0.6585 0.5511
H -2.0240 -0.4915 0.3076 -0.5128 -0.0139 -0.9878
H 2.2879 0.0589 -0.0086 0.3558 -0.1783 0.1198
H 1.5876 -1.5948 0.6751 0.8936 0.5809 0.7367
```
Forces are in eV/Å.

[6]
C3H8BaO3 | the ωB97M-V functional and the def2-TZVPD basis

Properties
LUMO energy in eV: -0.502
Multiplicity: 1
Max |F| in eV/Å: 3.03
Energy relative to the best compared isomer or geometry (same formula, charge and spin) in kJ/mol: 223.7
HOMO-LUMO gap in eV: 6.25

Geometry as XYZ:
```
15
Properties=species:S:1:pos:R:3:forces:R:3
O -1.0777 -1.8915 -1.1485 -0.0578 -2.2859 0.6492
C -0.3075 -1.9300 0.0296 0.4700 -0.1422 0.5237
C 0.0981 -0.5264 0.4730 -0.6747 0.8889 0.1637
O 0.9753 -0.0447 -0.6219 0.5700 -0.0750 -0.1226
C 1.7326 1.0949 -0.2890 -0.1640 -0.0166 0.2112
Ba -1.3022 0.0775 -1.7620 -0.6789 2.6667 -0.8823
H 0.6000 -2.5404 -0.1735 -0.2813 0.0755 0.2099
H -0.8698 -2.3804 0.8726 0.2115 0.0349 -0.3239
H 0.6842 -0.5395 1.4035 -0.1246 -0.0818 -0.2281
H 2.4484 0.8376 0.5072 -0.0052 0.2091 -0.2681
H 2.2437 1.4346 -1.1980 0.0759 -0.1024 0.2806
H 1.0871 1.9088 0.0840 0.0688 -0.1225 -0.0094
O -2.0618 1.8672 0.4927 2.5080 -1.6797 -0.2592
H -2.9886 1.6358 0.5885 0.0801 -0.4895 0.4692
H -1.2618 0.9965 0.7416 -1.9978 1.1203 -0.4137
```
Forces are in eV/Å.

[7]
C3H8BrFN3 | the ωB97M-V functional and the def2-TZVPD basis

Properties
LUMO energy in eV: -3.818
Multiplicity: 1
Charge: +1
SMILES string: FC[C@H]1N[NH2+][C@@H](Br)N1
Max |F| in eV/Å: 5.63
Energy relative to the best compared isomer or geometry (same formula, charge and spin) in kJ/mol: 0.0
HOMO-LUMO gap in eV: 11.29

Geometry as XYZ:
```
16
Properties=species:S:1:pos:R:3:forces:R:3
F 2.4962 -1.7265 1.0874 0.9123 -2.2052 0.6398
C 2.0707 -0.7337 0.3458 -1.1928 0.7710 -3.1671
C 0.5533 -0.8200 0.1081 -0.0589 -0.9601 1.0868
N -0.1155 0.5538 0.4879 1.6311 -2.8633 4.5627
N -1.0198 0.8546 -0.4457 -0.7486 -1.1720 -3.0496
C -1.0231 -0.5028 -1.5336 0.1664 0.3308 -0.5592
Br -1.4222 0.2144 -3.3527 0.4184 -0.8079 1.7411
N 0.2671 -0.9925 -1.2843 -0.4362 0.3454 0.0267
H 2.3542 0.1362 0.8244 0.1685 2.1776 1.0183
H 2.4982 -0.6305 -0.7136 0.2906 -0.7911 1.4271
H 0.1917 -1.7427 0.7095 0.0249 1.8365 -0.6328
H -0.5345 0.3688 1.4522 0.4120 0.7069 -1.7782
H -0.6504 1.6412 -0.9287 -0.1612 0.9613 -1.1034
H -1.9688 1.0035 -0.2219 -1.3982 0.3250 0.9266
H -1.8452 -1.1874 -1.1380 1.0018 1.1810 -0.5337
H 1.0917 -0.6875 -1.8092 -1.0299 0.1640 -0.6052
```
Forces are in eV/Å.

[8]
C3H8BrOPS | the ωB97M-V functional and the def2-TZVPD basis

Properties
LUMO energy (alpha / beta) in eV: -2.308 / -0.376
Multiplicity: 1
Max |F| in eV/Å: 3.36
Energy relative to the best compared isomer or geometry (same formula, charge and spin) in kJ/mol: 380.4
HOMO-LUMO gap (alpha / beta) in eV: 6.75 / 8.49

Geometry as XYZ:
```
15
Properties=species:S:1:pos:R:3:forces:R:3
C -1.9334 1.4517 -0.5126 0.7447 -0.7304 2.2871
C 0.8716 -3.1899 0.8197 -0.4564 -1.9593 -1.4570
C -0.4770 1.5891 -0.8269 1.8682 1.4975 2.3605
O 0.2610 0.3469 -0.5347 -1.2416 0.3607 -1.1277
P 1.2895 0.0156 0.5997 0.0532 1.2723 0.9620
S 1.3567 1.4924 1.9123 -0.1019 -0.8182 0.0525
Br 3.1975 0.0542 -0.4824 0.6244 -0.3050 -0.3947
H -2.3193 2.4090 -0.1779 -0.2214 -0.0332 0.1519
H -2.3634 1.1913 -1.4233 -1.4581 -0.7462 -1.2197
H -2.0652 0.6465 0.2791 -0.1488 1.1441 -0.9862
H 0.0207 -3.6920 0.2325 0.5677 1.5428 1.4061
H 1.7381 -3.7592 0.3844 -0.1594 1.2972 1.1230
H 0.7926 -2.8254 1.8615 0.0884 -0.4860 -0.9870
H 0.0275 2.4998 -0.2705 -0.8266 -2.0447 -0.8889
H -0.3970 1.7699 -1.8608 0.6676 0.0086 -1.2820
```
Forces are in eV/Å.

[9]
C3H8BrPS | the ωB97M-V functional and the def2-TZVPD basis

Properties
LUMO energy (alpha / beta) in eV: -1.730 / -0.745
Multiplicity: 1
Max |F| in eV/Å: 3.12
Energy relative to the best compared isomer or geometry (same formula, charge and spin) in kJ/mol: 277.3
HOMO-LUMO gap (alpha / beta) in eV: 6.92 / 7.74

Geometry as XYZ:
```
14
Properties=species:S:1:pos:R:3:forces:R:3
C 1.2438 1.0561 -1.4287 -2.4677 -0.1582 -1.0720
C -0.1241 -1.5481 2.2695 -2.0023 0.9534 -1.3298
C 0.0757 0.0802 -1.0807 0.1625 -2.2345 -2.1718
P -0.9827 0.3722 0.3925 0.7097 0.9306 0.1749
S -1.0895 2.3299 0.6283 -0.2448 -1.1212 0.4715
Br -2.9265 -0.5758 -0.1673 0.2224 -0.0294 0.0730
H 2.1847 0.8374 -1.0659 1.8593 -0.7252 1.0030
H 1.3145 1.1781 -2.5446 -0.1326 -0.1169 1.1484
H 0.8776 1.9522 -0.9755 0.3226 1.1064 -0.0937
H 0.9209 -1.4643 2.1629 0.9647 0.1223 0.0268
H -0.6695 -0.9239 2.9654 0.2551 -0.2753 0.2012
H -0.6385 -2.4138 1.8414 0.2440 0.3854 0.2191
H 0.3487 -1.0333 -0.9383 -0.0998 1.6162 -0.5899
H -0.5350 0.1531 -2.0592 0.2069 -0.4538 1.9393
```
Forces are in eV/Å.

Question: multiplicity of number 5 (C3H8BIS)?
Answer: 1

Question: Which of these has the lowest max |F|?
Answer: number 1

Question: What is the formula in the third record?
Answer: C3H7S